No. 1
{
  "formula": "C6H9NO",
  "method": "wB97M-V/def2-TZVPD",
  "elements": ["H", "N", "C", "C", "C", "O", "C", "C", "C", "H", "H", "H", "H", "H", "H", "H", "H"],
  "coordinates": [[-3.506, -0.397, -0.092], [-2.839, -0.363, -0.870], [-1.698, -0.848, -0.516], [-0.455, -0.742, -1.470], [0.631, -0.304, -0.836], [1.714, 0.182, -1.545], [0.502, 0.199, 0.558], [0.136, -0.517, 1.659], [1.428, 1.380, 0.840], [-1.662, -1.744, 0.123], [-0.666, -0.699, -2.529], [1.468, 0.279, -2.479], [0.689, -0.437, 2.590], [-0.805, -1.023, 1.804], [1.426, 1.683, 1.892], [1.166, 2.243, 0.220], [2.471, 1.107, 0.651]],
  "mulliken_charge": [0.263, -0.719, -0.034, -0.686, 0.741, -0.495, 0.671, -0.939, -1.414, 0.408, 0.335, 0.307, 0.319, 0.191, 0.434, 0.315, 0.305],
  "e_above_lowest_kcal_mol": 91.0,
  "e_tot_ev": -9901.656,
  "gap_ev": 8.76
}

---

No. 2
{
  "formula": "C6H9NO",
  "method": "wB97M-V/def2-TZVPD",
  "elements": ["C", "C", "C", "C", "C", "C", "H", "H", "H", "H", "H", "H", "H", "H", "H", "N", "O"],
  "coordinates": [[-2.528, -0.317, 0.113], [-0.343, 0.516, -0.074], [0.530, 1.474, 0.004], [1.780, 0.691, 0.124], [1.609, -0.458, -1.010], [0.376, -0.748, -0.138], [-2.745, -1.082, -0.639], [-2.400, -0.657, 1.189], [-3.542, 0.166, 0.179], [0.168, 2.486, 0.249], [2.757, 1.258, 0.390], [1.467, -0.239, -2.042], [2.501, -1.203, -0.948], [-0.225, -1.654, -0.080], [0.873, -0.429, 1.953], [1.351, -0.497, 1.067], [-1.628, 0.692, -0.337]],
  "mulliken_charge": [-0.796, 0.354, -0.557, -0.136, -0.678, -0.178, 0.331, 0.323, 0.263, 0.365, 0.361, 0.358, 0.283, 0.481, 0.286, -0.630, -0.432],
  "e_above_lowest_kcal_mol": 102.6,
  "e_tot_ev": -9901.157,
  "gap_ev": 8.73
}

---

No. 3
{
  "formula": "C6H9NO",
  "method": "wB97M-V/def2-TZVPD",
  "elements": ["C", "C", "C", "N", "O", "C", "C", "C", "H", "H", "H", "H", "H", "H", "H", "H", "H"],
  "coordinates": [[2.750, -0.086, -0.014], [1.546, -0.655, 0.230], [0.348, 0.100, -0.376], [0.658, 1.320, -0.176], [-0.347, 2.326, -0.239], [-0.949, -0.470, -0.327], [-0.962, -1.880, -0.432], [-2.112, 0.400, 0.390], [3.114, 0.705, -0.539], [3.783, -0.283, 0.752], [1.395, -1.734, 0.684], [0.289, 3.019, -0.633], [-0.165, -2.378, -0.552], [-1.891, -2.485, -0.391], [-2.903, -0.260, 0.760], [-2.636, 1.156, -0.396], [-1.918, 1.203, 1.258]],
  "mulliken_charge": [-0.765, -0.150, 0.557, -0.487, -0.391, 0.660, -1.148, -1.008, 0.373, 0.151, 0.256, 0.370, 0.473, 0.233, 0.366, 0.250, 0.260],
  "e_above_lowest_kcal_mol": 157.4,
  "e_tot_ev": -9898.777,
  "gap_ev": 8.90
}

---

No. 4
{
  "formula": "C6H9NO",
  "method": "wB97M-V/def2-TZVPD",
  "elements": ["C", "C", "C", "C", "C", "C", "H", "H", "H", "H", "H", "H", "H", "H", "H", "N", "O"],
  "coordinates": [[-1.945, -0.388, -0.053], [-0.502, -0.029, -0.004], [0.436, -0.892, -0.884], [1.402, 0.849, 0.196], [0.373, 0.239, 1.221], [0.069, 1.301, -0.366], [-2.587, 0.290, 0.613], [-2.317, -0.314, -1.108], [-2.114, -1.459, 0.250], [0.077, -0.795, -1.921], [0.389, -1.900, -0.577], [2.449, -0.817, -0.052], [2.197, 1.584, 0.333], [0.657, -0.717, 1.712], [0.090, 0.972, 1.938], [1.749, -0.293, -0.627], [-0.422, 2.370, -0.670]],
  "mulliken_charge": [-1.556, 0.833, -0.742, -0.235, -0.720, 0.331, 0.310, 0.337, 0.344, 0.372, 0.389, 0.287, 0.478, 0.282, 0.395, -0.487, -0.620],
  "e_above_lowest_kcal_mol": 46.4,
  "e_tot_ev": -9903.593,
  "gap_ev": 9.72
}

---

No. 5
{
  "formula": "C6H9NO",
  "method": "wB97M-V/def2-TZVPD",
  "elements": ["C", "C", "C", "C", "C", "C", "H", "H", "H", "H", "H", "H", "H", "H", "H", "N", "O"],
  "coordinates": [[0.076, 0.111, -1.016], [-1.352, -0.120, -0.893], [-0.718, 0.853, -0.082], [0.100, 0.427, 1.198], [0.035, -1.032, 1.154], [0.846, -0.737, -0.136], [0.629, 2.051, -1.616], [-1.978, -0.028, -1.903], [-1.852, -1.096, -0.479], [-0.705, 1.974, -0.153], [-0.444, 1.219, 2.018], [0.623, -1.532, 1.968], [-1.069, -1.348, 1.073], [1.368, -1.518, -0.536], [2.197, -0.266, 1.038], [1.580, 0.327, 0.517], [0.665, 0.713, -2.152]],
  "mulliken_charge": [0.259, -0.472, -0.663, 0.025, -0.619, -0.260, 0.364, 0.267, 0.103, 0.596, 0.314, 0.283, 0.134, 0.707, 0.276, -0.659, -0.655],
  "e_above_lowest_kcal_mol": 189.6,
  "e_tot_ev": -9897.383,
  "gap_ev": 9.25
}

---

No. 6
{
  "formula": "C6H9NO",
  "method": "wB97M-V/def2-TZVPD",
  "elements": ["C", "C", "C", "O", "N", "C", "C", "C", "H", "H", "H", "H", "H", "H", "H", "H", "H"],
  "coordinates": [[0.411, -1.791, -0.771], [0.198, -0.839, 0.169], [-0.655, -1.088, 1.297], [-0.779, -0.143, 2.435], [-1.189, 1.206, 1.891], [-0.630, 1.483, 0.841], [0.465, 0.741, 0.033], [0.656, 1.235, -1.451], [0.324, -2.802, 0.095], [0.705, -1.693, -1.920], [-1.764, -1.123, 0.751], [-0.408, -2.342, 1.561], [-0.824, 2.513, 0.249], [1.381, 0.733, 0.652], [0.392, 2.485, -1.824], [1.756, 1.003, -1.885], [-0.038, 0.420, -2.123]],
  "mulliken_charge": [-0.619, 0.100, -0.359, -0.289, -0.441, -0.001, 0.618, -1.037, 0.062, 0.254, 0.221, 0.235, 0.196, 0.293, 0.296, 0.265, 0.206],
  "e_above_lowest_kcal_mol": 176.3,
  "e_tot_ev": -9897.957,
  "gap_ev": 10.11
}

---

No. 7
{
  "formula": "C6H9NO",
  "method": "wB97M-V/def2-TZVPD",
  "elements": ["C", "C", "O", "C", "C", "N", "C", "C", "H", "H", "H", "H", "H", "H", "H", "H", "H"],
  "coordinates": [[-0.010, 1.482, -1.072], [-0.327, 1.063, 0.347], [0.056, 1.712, 1.321], [-1.731, 0.262, 0.461], [-1.234, -1.082, 0.504], [-0.585, -2.095, 0.767], [0.455, -0.986, 0.776], [1.533, -1.273, -0.220], [-0.719, 2.256, -1.373], [0.997, 1.902, -1.106], [-0.092, 0.648, -1.771], [-2.218, 0.541, 1.396], [-2.371, 0.425, -0.408], [0.789, -0.836, 1.796], [1.129, -1.349, -1.234], [2.269, -0.465, -0.198], [2.057, -2.205, 0.014]],
  "mulliken_charge": [-1.357, 0.893, -0.660, -0.480, 0.405, -0.595, -0.001, -1.200, 0.383, 0.317, 0.354, 0.333, 0.311, 0.390, 0.227, 0.294, 0.387],
  "e_above_lowest_kcal_mol": 103.4,
  "e_tot_ev": -9901.118,
  "gap_ev": 8.69
}

---

No. 8
{
  "formula": "C6H9NO",
  "method": "wB97M-V/def2-TZVPD",
  "elements": ["C", "C", "C", "C", "C", "O", "C", "N", "H", "H", "H", "H", "H", "H", "H", "H", "H"],
  "coordinates": [[2.054, 0.300, -0.802], [0.826, -0.009, -0.074], [0.969, -1.185, 0.915], [-0.259, 0.579, -0.497], [-1.637, 0.568, 0.341], [-2.388, 1.772, 0.444], [-2.332, -0.575, -0.110], [-3.000, -1.466, -0.388], [1.900, 1.222, -1.323], [2.361, -0.480, -1.450], [2.922, 0.460, -0.117], [2.010, -1.501, 1.142], [0.428, -1.937, 0.400], [0.372, -1.111, 1.843], [-0.087, 1.273, -1.355], [-1.124, 0.399, 1.357], [-3.015, 1.692, -0.326]],
  "mulliken_charge": [-1.446, 1.119, -1.344, -0.710, 0.306, -0.538, 0.257, -0.423, 0.409, 0.303, 0.347, 0.328, 0.382, 0.344, 0.180, 0.093, 0.394],
  "e_above_lowest_kcal_mol": 52.6,
  "e_tot_ev": -9903.325,
  "gap_ev": 10.39
}

---

No. 9
{
  "formula": "C6H9NO2",
  "method": "wB97M-V/def2-TZVPD",
  "elements": ["C", "C", "C", "C", "C", "C", "O", "N", "O", "H", "H", "H", "H", "H", "H", "H", "H", "H"],
  "coordinates": [[-1.958, 0.096, 2.027], [1.576, -0.679, 0.596], [1.079, -0.748, -2.547], [-1.040, 1.059, 1.367], [0.454, -0.100, -0.108], [-0.451, 0.349, -0.782], [0.395, -0.485, -3.704], [-0.793, 2.229, 1.675], [2.130, -1.340, -2.562], [0.909, -0.854, -4.454], [-0.129, 2.728, 1.083], [-1.216, 0.723, -1.419], [-1.408, -0.800, 2.326], [-2.728, -0.224, 1.322], [-2.429, 0.547, 2.906], [2.132, 0.082, 1.146], [1.249, -1.456, 1.289], [2.229, -1.128, -0.161]],
  "mulliken_charge": [-1.109, -1.221, 0.170, 0.526, 0.449, -0.035, -0.386, -0.702, -0.512, 0.334, 0.258, 0.393, 0.266, 0.284, 0.373, 0.305, 0.299, 0.307],
  "e_above_lowest_kcal_mol": 160.2,
  "e_tot_ev": -11946.372,
  "gap_ev": [8.53, 5.97]
}

---

No. 10
{
  "formula": "C6H9NO2",
  "method": "wB97M-V/def2-TZVPD",
  "elements": ["C", "C", "C", "C", "C", "C", "N", "O", "O", "H", "H", "H", "H", "H", "H", "H", "H", "H"],
  "coordinates": [[-0.741, 0.209, -0.112], [1.822, -1.799, 0.978], [1.544, 0.506, 0.394], [1.426, -2.620, 2.141], [-1.681, 1.872, -1.769], [-1.819, 0.518, -1.031], [0.357, 0.951, -0.202], [2.597, 1.063, 0.196], [1.308, -0.560, 1.162], [2.463, -2.703, 2.577], [1.133, -3.639, 1.888], [0.751, -2.185, 2.803], [-1.476, 2.606, -1.085], [-2.464, 2.057, -2.386], [-0.775, 1.871, -2.454], [-1.878, -0.211, -1.930], [-2.782, 0.280, -0.412], [0.217, 1.785, -0.757]],
  "mulliken_charge": [-0.721, -0.352, 0.636, -0.660, -1.585, 0.165, 0.168, -0.520, 0.021, 0.269, 0.318, 0.290, 0.446, 0.412, 0.353, 0.225, 0.300, 0.235],
  "e_above_lowest_kcal_mol": 141.0,
  "e_tot_ev": -11947.203,
  "gap_ev": 8.51
}

---

No. 11
{
  "formula": "C6H9NO2",
  "method": "wB97M-V/def2-TZVPD",
  "elements": ["C", "C", "C", "C", "C", "C", "N", "O", "O", "H", "H", "H", "H", "H", "H", "H", "H", "H"],
  "coordinates": [[-3.493, 0.851, -0.433], [-0.552, -1.801, 0.308], [-0.162, 0.346, -0.044], [1.199, -0.458, 0.182], [-0.528, 1.493, 0.880], [2.138, -0.228, -1.011], [-1.151, -0.689, 0.161], [-4.170, -0.072, -0.243], [0.759, -1.813, 0.438], [-1.041, -2.705, 0.422], [-0.055, 0.775, -1.156], [1.822, -0.322, 1.175], [-1.159, 2.152, 0.396], [0.304, 2.008, 1.180], [-1.128, 1.160, 1.793], [1.692, -0.486, -2.013], [2.896, -1.032, -0.912], [2.631, 0.820, -1.123]],
  "mulliken_charge": [0.173, -0.253, 0.445, 0.436, -1.568, -1.366, -0.376, -0.193, -0.407, 0.497, 0.183, 0.217, 0.401, 0.466, 0.313, 0.353, 0.376, 0.303],
  "e_above_lowest_kcal_mol": 49.9,
  "e_tot_ev": -11951.156,
  "gap_ev": 10.47
}

---

No. 12
{
  "formula": "C6H9NO2",
  "method": "wB97M-V/def2-TZVPD",
  "elements": ["C", "C", "C", "C", "N", "C", "C", "O", "O", "H", "H", "H", "H", "H", "H", "H", "H", "H"],
  "coordinates": [[2.338, 0.799, -0.028], [0.031, 0.945, 1.094], [-1.484, 0.073, 0.282], [0.877, 0.506, 0.136], [0.443, -1.460, -1.225], [0.018, -0.218, -0.812], [-1.942, -1.042, 0.872], [-2.395, 0.993, -0.181], [-0.183, 1.590, 2.078], [-1.975, 1.861, -0.219], [0.902, -2.040, -0.539], [-0.123, -1.966, -1.890], [-0.445, 0.333, -1.633], [2.930, -0.119, -0.081], [2.547, 1.373, -0.936], [2.699, 1.373, 0.826], [-2.990, -1.175, 1.111], [-1.249, -1.826, 1.145]],
  "mulliken_charge": [-1.281, 0.154, 0.678, 0.430, -0.451, -0.234, -0.851, -0.573, -0.560, 0.372, 0.253, 0.245, 0.316, 0.288, 0.295, 0.355, 0.318, 0.246],
  "e_above_lowest_kcal_mol": 91.2,
  "e_tot_ev": -11949.363,
  "gap_ev": 7.69
}